Below is a cluster of 2 separate species, C34H65BBrN3O8PS in total in a non-equilibrium geometry, with properties calculated with wB97M-V/def2-TZVPD.

As for the maximum force: 0.030 hartree/bohr. The calculation puts the frontier orbital gap at 7.767 eV. As for the total charge: +1. For the HOMO energy, the calculation gives -10.0 eV. The calculation puts the LUMO energy at -2.274 eV.

Element x y z (Å)
C: 2.66 -1.12 -0.87
C: 0.16 -1.49 -0.72
H: 4.22 2.51 2.05
H: 7.34 1.55 -1.59
C: 3.01 2.60 0.32
H: 2.95 -2.17 -0.84
H: -0.17 -3.52 -1.30
H: 0.82 1.17 1.45
C: -3.10 -1.49 4.38
H: -4.12 -2.84 5.75
H: 1.15 0.03 -1.90
H: 0.53 0.70 -6.90
P: 5.88 2.16 -0.11
H: -6.12 -4.35 5.09
C: 2.54 3.90 -2.88
C: -1.10 -1.06 -4.93
C: -5.42 -2.08 2.69
H: -1.12 0.72 0.18
N: -5.10 -2.94 3.90
O: 3.80 1.01 -1.40
C: 3.19 3.99 -0.34
B: 2.75 3.94 2.65
H: 3.31 -1.60 -3.30
H: 4.13 4.96 -1.96
C: 1.32 -1.00 -1.60
C: -7.03 -2.49 6.75
H: 1.13 1.46 -5.45
H: -0.79 -1.17 -1.14
H: -0.89 -2.23 2.36
H: -3.89 -0.29 -3.18
H: 7.54 1.26 0.82
C: -1.28 1.31 -4.63
H: 0.96 3.44 3.16
H: -6.12 -1.95 7.01
C: 3.13 0.49 -3.90
H: -7.85 -1.97 7.25
H: -2.66 -2.24 -4.09
C: -0.56 0.22 -5.13
H: -3.00 1.99 -3.55
H: -3.51 -2.11 1.67
O: 3.77 4.85 2.93
H: 2.09 0.67 -3.63
H: 1.33 -1.64 -2.49
N: 6.56 2.18 -1.51
H: 1.17 -3.32 -0.11
C: -1.13 2.47 -0.97
C: 3.84 -0.39 -1.56
O: 1.50 4.23 3.11
C: 0.74 0.52 -5.84
C: 0.69 1.95 0.69
H: -5.87 -2.74 1.95
H: -4.08 -4.74 4.33
C: 0.19 -2.97 -0.42
C: -0.34 -3.06 1.90
C: 3.64 4.00 -1.81
H: 0.73 -2.84 1.99
H: -0.57 2.90 -1.79
H: 1.75 3.21 -2.61
H: 3.01 3.50 -3.78
H: 1.87 -0.99 -6.56
H: -3.37 -3.80 3.00
H: -2.64 -0.90 5.17
H: -5.02 -1.38 5.29
C: -2.47 1.14 -3.94
O: -0.78 -3.28 0.59
H: 3.37 0.92 -6.05
O: 1.79 2.05 -0.19
C: -2.29 -1.23 -4.24
H: -2.17 2.74 -0.91
H: 0.27 -0.97 0.25
O: 6.59 1.17 0.95
C: 3.15 2.62 1.85
N: 1.79 -0.51 -5.67
H: 2.16 4.88 -3.17
C: -6.39 -3.50 4.46
H: 0.49 2.90 1.19
H: 6.22 -0.76 -1.85
H: -6.15 -1.35 3.01
H: -0.53 -3.94 2.52
H: 4.05 0.78 0.61
H: 3.86 4.63 0.21
C: -4.29 -4.12 3.46
C: -7.29 -2.54 5.24
C: 3.10 0.09 -5.39
H: 3.71 1.41 -3.82
H: 4.79 -0.70 -3.45
H: -0.90 2.31 -4.79
H: -4.88 -4.69 2.74
H: -0.18 -2.07 -6.28
H: -2.56 -0.14 2.77
C: -4.19 -1.39 2.13
C: 3.76 -0.63 -3.10
C: -4.34 -2.16 4.94
H: 2.58 -0.81 0.18
C: 4.11 1.56 -0.15
H: 2.72 1.73 2.32
O: -0.51 -2.21 -5.39
C: -0.59 1.64 -0.05
H: 4.38 3.23 -2.03
Br: 1.50 5.01 -0.23
H: -2.36 -2.24 4.08
H: -7.28 -1.54 4.81
H: -4.08 0.23 3.54
H: 3.89 4.92 3.88
H: 3.84 -0.70 -5.55
C: -2.97 -0.14 -3.73
H: -6.93 -3.88 3.59
H: -8.31 -2.91 5.11
H: 5.36 3.84 1.24
O: 5.99 3.63 0.53
H: -4.51 -0.73 1.32
C: -3.46 -0.59 3.20
S: 5.35 -1.23 -0.95
H: -6.96 -3.49 7.17

---

Below is a cluster of 14 separate species, C2H33NO13 in total in a non-equilibrium geometry, with properties calculated with wB97M-V/def2-TZVPD.

As for the maximum force: 0.154 hartree/bohr. The calculation puts the frontier orbital gap at 8.929 eV. For the HOMO energy, the calculation gives -9.1 eV. The calculation puts the LUMO energy at -0.172 eV.

Element x y z (Å)
H: 2.17 0.90 -0.65
O: 1.51 -0.14 2.32
H: -2.76 2.62 -0.12
H: -0.65 -1.64 -1.02
O: 1.13 -2.23 3.76
H: 3.45 1.07 0.95
H: -1.25 1.47 2.64
O: -3.93 -1.15 0.49
H: -2.60 -0.56 -2.47
H: 1.79 0.69 -3.30
H: -4.59 -1.12 -0.21
H: -3.97 -0.43 0.99
H: -2.38 1.89 1.19
H: 0.59 1.10 2.07
H: -2.37 -1.46 1.42
H: 0.77 -2.02 0.54
H: 2.11 0.57 2.63
H: 0.63 -2.89 -3.16
H: 0.11 -2.30 3.73
H: -0.47 0.48 -1.29
O: -0.02 1.34 -1.07
O: 2.54 0.21 -3.61
O: -1.52 -1.22 1.66
C: -2.21 -1.60 -2.26
H: -2.46 2.23 2.98
H: 2.82 -0.48 -1.10
H: 0.78 2.06 -2.21
H: 0.24 2.69 1.79
C: 0.13 -1.83 -2.92
O: 1.57 2.33 -2.74
H: -0.30 1.57 -0.25
H: -0.26 -1.54 -3.93
O: 3.30 1.56 1.84
H: 1.02 -1.21 -2.81
O: 2.99 0.34 -0.59
O: -3.02 2.34 0.81
H: -2.78 -1.89 -1.32
O: -0.04 1.75 1.54
H: 4.08 2.06 2.24
H: -2.67 -2.24 -2.90
H: -1.63 -0.52 2.25
N: -0.84 -1.38 -1.97
H: 1.52 -2.51 1.79
O: -2.17 1.30 3.05
H: 3.21 0.87 -3.34
H: 1.32 -1.33 3.39
H: 2.11 -0.40 1.53
H: 1.51 3.32 -3.08
O: 1.51 -2.67 0.72

---

Below is a structure of composition C37H33F6N7O6S3Ta in a non-equilibrium geometry, with properties calculated with wB97M-V/def2-TZVPD.

As for the maximum force: 0.020 hartree/bohr. The calculation puts the frontier orbital gap at 6.857 eV. As for the total charge: +1. For the HOMO energy, the calculation gives -10.9 eV. The calculation puts the LUMO energy at -4.071 eV.

Element x y z (Å)
C: 1.39 -0.88 3.01
H: 0.43 -5.02 1.43
C: -1.27 -3.60 -0.09
C: -1.54 -1.25 3.27
H: 4.87 -1.77 -1.30
C: 2.28 -2.82 -1.19
H: -1.21 -5.68 -0.77
O: 0.20 2.06 0.47
H: 3.43 -0.98 3.67
N: -2.89 -0.80 1.02
H: -1.73 -2.69 -0.43
C: -0.36 0.84 -5.29
O: -3.16 2.19 -3.36
H: 4.01 -3.94 -0.63
H: -0.23 -1.33 -5.80
C: -1.21 -2.48 3.82
C: -1.83 -2.90 4.99
H: 2.90 -5.18 1.18
H: 1.04 4.00 1.86
F: -1.73 4.54 -3.98
C: 2.26 3.28 0.25
C: 3.03 -2.25 -2.40
C: -0.29 -0.54 -5.06
C: 2.76 -0.79 2.84
C: 2.96 -3.76 -0.42
H: 4.04 -0.35 -1.96
N: 0.20 -1.55 -1.59
C: 3.25 -0.49 1.59
C: 2.35 -0.23 0.57
H: 2.69 0.06 -0.40
O: 1.42 1.60 -1.25
H: 4.31 -0.42 1.39
F: -2.45 4.11 2.45
F: -3.41 5.31 0.92
C: -3.07 -0.84 5.08
H: -1.67 -3.83 0.91
H: -3.24 -2.41 6.53
C: -1.66 -4.73 -1.06
C: 0.56 -0.65 1.93
C: 2.94 5.00 1.77
C: -3.51 -0.67 -0.10
C: -2.76 -2.08 5.62
N: 1.03 -0.30 0.73
H: 5.37 4.35 -0.52
H: -2.73 0.53 3.46
H: -0.38 1.34 -6.25
S: -3.32 2.76 0.45
H: -1.58 -3.87 5.41
H: -3.79 -0.20 5.57
F: -3.64 5.11 -3.12
C: -0.38 1.45 -4.05
S: -2.74 -0.37 -1.64
S: -2.67 2.90 -2.23
C: 3.47 3.37 -0.43
C: 4.43 4.27 0.00
O: -2.25 1.77 0.54
C: 0.96 -4.36 0.74
H: -0.49 -3.12 3.32
Ta: -0.55 0.58 -0.91
H: -2.75 -4.85 -1.08
C: 4.29 -1.39 -2.14
C: 0.92 -2.61 -0.90
F: -1.40 4.56 0.61
C: -2.45 4.61 -2.86
N: -1.54 -0.56 0.93
C: 0.23 -3.47 -0.03
H: 4.91 5.80 1.43
H: 4.92 -1.41 -3.03
H: 0.26 -2.75 -3.27
N: -3.70 3.07 -1.06
O: -1.30 2.54 -1.70
C: 0.06 -1.76 -2.86
H: 3.36 -3.12 -2.96
F: -1.81 5.37 -1.98
H: -5.36 -0.63 -0.97
C: -2.59 4.30 1.15
C: -0.89 -0.80 2.01
O: -4.49 2.55 1.23
H: 0.96 -1.11 3.98
C: 2.33 -4.48 0.58
H: 2.74 5.65 2.62
C: -0.26 -0.70 -3.69
H: 2.37 -1.69 -3.06
N: -0.33 0.53 -3.06
C: -2.48 -0.43 3.90
H: 3.65 2.73 -1.29
H: -1.33 -4.49 -2.07
N: -4.85 -0.84 -0.13
C: 4.16 5.09 1.10
C: 1.99 4.09 1.35
H: -5.34 -0.89 0.74
C: 1.27 2.30 -0.19
H: -0.40 2.51 -3.85

---

Below is a cluster of 2 separate species, C4H10BN in total in a non-equilibrium geometry, with properties calculated with wB97M-V/def2-TZVPD.

As for the maximum force: 0.062 hartree/bohr. The calculation puts the frontier orbital gap (alpha / beta) at 8.339 / 8.972 eV. For the HOMO energy (alpha / beta), the calculation gives -7.6 / -9.7 eV. The calculation puts the LUMO energy (alpha / beta) at 0.728 / -0.711 eV. As for the spin multiplicity: 3. As for the expectation value of S²: 2.015.

Element x y z (Å)
H: -1.87 -1.73 -0.48
B: -0.83 0.14 0.24
H: 1.54 1.51 1.54
C: 2.18 -1.32 -0.69
C: 1.37 1.55 0.42
H: -2.47 -0.32 -1.37
H: 3.02 -0.65 -0.36
C: -2.34 0.01 0.74
H: -2.84 0.94 0.48
C: -1.98 -0.67 -0.50
H: 0.83 2.46 0.09
H: -2.93 -0.43 1.54
N: 0.35 0.56 0.23
H: 1.64 -1.90 0.00
H: 1.97 -1.51 -1.83
H: 2.37 1.37 -0.06